(1)
The following is a DFT calculation (wB97M-V/def2-TZVPD) of a cluster of 7 separate species, C42H65BF3IN12O5PS in total at a distorted geometry.

XYZ file:
```
131
Properties=species:S:1:pos:R:3:forces:R:3:lowdin_charge:R:1
C -2.435 1.575 -0.287 -0.185 -0.316 -0.794 -0.0804
N -1.467 0.500 -0.492 0.681 -0.038 0.880 -0.0644
C -2.039 -0.798 -0.124 -0.801 0.492 -0.413 -0.0418
B -0.173 0.715 0.053 -0.196 -0.622 0.332 -0.6690
O 0.311 -0.082 1.067 0.572 0.694 0.046 0.1706
N 0.810 1.719 -0.502 -0.084 -1.271 0.947 0.2059
C 1.631 2.507 0.185 1.813 0.834 -0.678 -0.3167
N 1.602 2.971 1.408 -1.131 -0.265 0.190 0.0300
C 0.447 2.747 2.279 -0.258 0.334 0.019 -0.1143
C -0.750 3.596 1.868 0.072 0.474 0.427 -0.2745
C -1.935 3.286 2.767 0.351 -0.148 -0.233 -0.6697
I -3.764 4.081 2.039 0.024 0.059 0.154 0.8678
C 2.692 3.730 1.994 0.114 -0.006 1.087 -0.0331
C 3.611 2.766 2.769 0.722 -0.362 -0.785 -0.4028
O 3.950 1.742 2.196 -0.252 0.544 0.472 0.0881
N 4.079 3.123 4.023 -1.005 -1.305 0.198 -0.1008
C 4.691 1.934 4.674 -0.005 0.617 0.126 -0.0414
C 3.039 3.660 4.930 0.350 0.890 -0.785 -0.0463
N 2.733 2.897 -0.603 -0.489 0.043 -0.865 -0.3224
S 2.578 4.496 -1.246 0.287 0.237 0.561 0.8795
C 2.967 1.730 -1.562 0.816 0.876 1.145 -0.4825
N 3.577 2.238 -2.767 -0.345 -0.157 -0.075 0.0921
C 3.941 0.879 -0.736 -0.516 -0.108 -0.464 -0.1193
C 4.625 -0.305 -1.435 0.207 -0.120 0.843 -0.0735
C 4.905 -1.333 -0.374 0.437 -0.088 0.370 -0.1975
F 4.495 -2.611 -0.571 -0.266 0.617 0.259 0.0851
C 5.468 -0.997 0.784 0.129 -0.171 0.556 -0.2703
F 6.169 0.137 0.966 -0.912 -0.849 -0.056 0.1280
F 5.378 -1.708 1.919 0.700 0.362 -1.013 0.1104
C 1.546 1.209 -1.686 -1.328 0.021 -2.515 -0.3733
C 1.403 -0.255 -2.008 0.793 -0.449 -0.151 -0.1850
O 1.935 -1.082 -0.998 -0.310 -0.038 0.606 -0.1486
O 1.307 -2.359 -1.182 -0.304 0.064 -0.433 0.0287
P 0.651 2.131 -3.165 0.424 1.485 -0.087 0.9762
C 1.406 1.498 -4.724 -0.135 0.036 0.360 -0.2398
O -0.878 1.567 -3.247 0.239 -0.428 0.258 -0.2922
H -3.373 1.306 -0.760 -0.227 -0.068 -0.197 0.0964
H -2.106 2.486 -0.769 0.149 0.303 0.105 0.0851
H -2.657 1.707 0.771 0.055 0.165 0.041 0.0242
H -1.357 -1.619 -0.272 0.383 -0.102 0.170 0.0888
H -2.887 -0.969 -0.780 -0.202 -0.119 -0.158 0.0873
H -2.450 -0.768 0.886 0.103 -0.253 0.317 0.0977
H -0.285 -0.108 1.819 -0.320 -0.742 -0.018 0.1125
H 0.225 1.695 2.393 0.038 -0.142 -0.253 0.1134
H 0.714 3.078 3.268 0.335 0.025 0.349 0.1164
H -0.970 3.551 0.810 -0.126 -0.312 -0.218 0.0805
H -0.464 4.624 2.068 0.026 0.353 -0.224 0.1191
H -2.023 2.215 2.897 -0.423 -0.290 -0.077 0.0421
H -1.754 3.693 3.750 -0.156 0.219 0.275 0.0492
H 3.252 4.310 1.282 0.222 -0.097 -0.361 0.0933
H 2.259 4.439 2.682 -0.273 0.282 -0.037 0.1125
H 5.584 1.628 4.158 0.175 -0.154 -0.257 0.0899
H 4.937 2.189 5.695 0.194 0.174 0.213 0.0805
H 3.961 1.133 4.709 -0.037 -0.379 -0.116 0.0922
H 2.140 3.054 4.950 -0.071 -0.419 0.266 0.0872
H 3.464 3.772 5.912 0.043 -0.112 0.348 0.0924
H 2.751 4.650 4.599 -0.043 0.289 0.065 0.0827
H 1.298 4.517 -1.666 -0.007 -0.299 -0.165 -0.1398
H 4.498 2.571 -2.507 0.120 0.288 -0.042 0.1007
H 3.760 1.485 -3.418 -0.092 -0.152 -0.058 0.0804
H 3.424 0.537 0.150 -0.102 -0.141 0.236 0.1095
H 4.686 1.574 -0.381 0.263 0.187 0.126 0.1191
H 5.580 0.006 -1.840 0.039 0.096 -0.548 0.1300
H 3.990 -0.762 -2.179 0.105 -0.195 -0.327 0.1132
H 1.996 -0.424 -2.907 0.028 0.049 -0.312 0.1228
H 0.399 -0.567 -2.272 -0.402 0.016 0.372 0.1248
H 1.671 -2.860 -0.445 0.272 -0.024 0.250 0.1099
H 0.667 1.003 -5.339 -0.203 -0.328 -0.049 0.0533
H 2.272 0.871 -4.583 0.102 -0.325 -0.144 0.0193
H 1.717 2.371 -5.280 0.191 0.270 -0.098 0.0182
H -0.964 0.628 -3.450 -0.205 -0.108 -0.039 0.0611
N -5.600 -2.732 -1.150 0.054 0.035 -0.071 0.0020
C -4.741 -3.780 -0.961 -0.010 0.023 0.090 -0.1398
C -4.491 -4.342 -2.183 0.004 0.019 -0.058 -0.1126
C -5.228 -3.600 -3.150 0.083 0.026 -0.032 -0.1239
C -5.900 -2.613 -2.482 -0.039 0.029 0.078 -0.1328
H -5.952 -2.141 -0.421 0.039 -0.013 0.090 0.1223
H -4.385 -4.034 0.023 -0.019 -0.047 0.007 0.1092
H -3.851 -5.189 -2.366 0.020 0.001 0.002 0.0966
H -5.259 -3.772 -4.213 0.001 0.032 -0.019 0.0977
H -6.561 -1.841 -2.837 -0.008 -0.008 -0.032 0.1091
N -6.688 -6.329 -4.381 0.015 -0.055 -0.055 0.0033
C -6.225 -7.224 -5.307 0.009 0.013 0.048 -0.1427
C -7.285 -7.611 -6.083 -0.003 0.003 -0.021 -0.1122
C -8.431 -6.920 -5.608 -0.008 0.003 -0.017 -0.1118
C -8.030 -6.136 -4.559 0.021 0.017 0.037 -0.1430
H -6.129 -5.881 -3.678 -0.044 0.014 0.050 0.0986
H -5.187 -7.507 -5.334 0.004 -0.027 -0.007 0.1029
H -7.243 -8.311 -6.900 -0.002 -0.007 -0.012 0.0897
H -9.435 -6.990 -5.992 -0.012 -0.003 -0.007 0.0895
H -8.581 -5.461 -3.927 -0.019 -0.003 0.008 0.1033
N 3.530 -2.716 5.377 -0.137 0.017 -0.011 0.0058
C 3.251 -2.618 4.043 0.033 0.081 -0.030 -0.1291
C 1.956 -3.024 3.858 -0.031 0.015 0.034 -0.1102
C 1.437 -3.382 5.134 -0.049 0.070 -0.041 -0.1070
C 2.430 -3.176 6.052 0.052 0.009 0.026 -0.1400
H 4.407 -2.483 5.797 0.066 -0.097 0.059 0.1169
H 3.992 -2.261 3.350 -0.133 -0.079 0.065 0.0847
H 1.438 -3.061 2.914 -0.001 -0.023 -0.012 0.0815
H 0.447 -3.746 5.352 -0.005 -0.025 0.008 0.0910
H 2.450 -3.315 7.119 -0.003 -0.049 0.004 0.1101
N 1.975 3.342 -8.334 0.022 -0.061 -0.018 -0.0039
C 2.829 2.272 -8.266 -0.063 0.036 0.056 -0.1587
C 2.885 1.703 -9.509 0.003 -0.027 -0.003 -0.1082
C 2.035 2.459 -10.361 0.006 -0.009 -0.014 -0.1052
C 1.490 3.463 -9.608 -0.024 0.008 0.046 -0.1375
H 1.740 3.947 -7.570 0.017 0.070 0.001 0.1350
H 3.321 2.010 -7.346 0.035 0.002 -0.007 0.0928
H 3.471 0.841 -9.780 0.012 -0.006 -0.010 0.0913
H 1.847 2.285 -11.406 0.004 -0.001 -0.015 0.0933
H 0.804 4.249 -9.868 -0.009 0.004 -0.019 0.1072
N -8.484 -0.727 0.357 0.030 0.028 0.067 -0.0049
C -7.929 0.277 1.107 0.040 -0.044 -0.059 -0.1527
C -8.918 0.812 1.885 -0.012 0.002 0.020 -0.1081
C -10.115 0.103 1.595 0.005 0.014 0.017 -0.1025
C -9.816 -0.840 0.651 0.018 -0.005 -0.016 -0.1316
H -7.995 -1.290 -0.311 -0.095 -0.048 -0.101 0.1140
H -6.884 0.524 1.021 0.003 0.036 0.001 0.0948
H -8.799 1.622 2.584 -0.004 0.008 0.012 0.0910
H -11.085 0.268 2.031 -0.013 0.004 0.008 0.0940
H -10.431 -1.577 0.165 -0.020 -0.001 -0.002 0.1096
N 5.868 -0.487 7.274 -0.120 0.083 0.049 0.0003
C 4.621 -0.395 7.841 0.071 -0.018 -0.073 -0.1512
C 4.707 0.469 8.898 -0.014 0.052 -0.015 -0.1057
C 6.054 0.918 8.972 -0.021 0.056 0.004 -0.1044
C 6.744 0.313 7.959 0.019 -0.028 -0.064 -0.1379
H 6.112 -1.050 6.482 0.079 -0.007 -0.041 0.1307
H 3.783 -0.946 7.447 -0.032 0.010 0.007 0.0858
H 3.895 0.748 9.548 -0.007 -0.012 0.023 0.0925
H 6.467 1.606 9.690 0.008 0.000 0.018 0.0939
H 7.777 0.381 7.667 0.022 -0.009 0.022 0.1085
```
Positions in Å, forces in eV/Å.

Output
**Energy**: -4034.0068 Ha
**HOMO level**: -9.291 eV
**Max |F|**: 2.84 eV/Å
**Kohn-Sham gap**: 6.85 eV
**Net charge**: +1

=====

(2)
The following is a DFT calculation (wB97M-V/def2-TZVPD) of a cluster of 9 separate species, C42H66ClO21PS2 in total at a distorted geometry.

XYZ file:
```
133
Properties=species:S:1:pos:R:3:forces:R:3:lowdin_charge:R:1
C 1.059 1.447 4.008 0.463 0.241 -0.041 0.0034
C -0.356 1.089 3.775 -0.043 -0.804 0.454 -0.3294
C -1.312 1.991 4.504 -0.230 0.283 0.028 -0.1009
O -1.490 3.263 3.878 0.308 0.156 -0.036 0.0164
C -1.788 3.162 2.563 1.600 0.524 -1.517 -0.5486
O -0.929 3.354 1.708 -1.395 0.048 1.569 0.0741
C -3.201 2.827 2.216 0.218 -0.259 -0.202 -0.4281
S -3.124 1.615 0.890 0.074 -0.391 -0.304 0.6400
P -4.769 0.184 1.316 0.757 0.021 -0.021 0.4079
Cl -6.398 -1.300 1.270 -0.381 -0.257 -0.026 0.1255
C -4.412 -0.194 3.056 -0.845 0.194 -0.659 -0.3283
C -5.632 0.144 3.862 1.599 1.173 -1.340 -0.5114
C -5.470 0.463 5.249 -0.811 -1.764 1.217 -0.0378
O -6.066 -0.782 4.718 -1.641 -1.508 1.092 -0.0194
O -0.636 -0.208 4.379 -0.214 -0.104 -0.129 0.0202
C -0.866 -1.264 3.562 -2.111 -1.390 0.254 -0.5040
O -1.890 -1.932 3.691 1.911 1.240 -0.017 0.0936
C 0.198 -1.654 2.572 0.059 1.034 0.517 -0.4500
S -0.129 -1.097 0.905 -0.440 -0.599 -0.908 0.7861
H 1.283 1.374 5.055 0.108 -0.021 0.648 0.0973
H 1.267 2.454 3.685 -0.020 0.483 -0.182 0.1006
H 1.725 0.800 3.481 0.466 -0.431 -0.430 0.0511
H -0.578 1.028 2.727 -0.272 0.064 -0.558 0.0994
H -2.241 1.484 4.663 -0.811 -0.223 -0.129 0.1156
H -0.923 2.203 5.475 0.289 0.229 0.718 0.1396
H -3.766 2.468 3.057 -0.148 -0.150 0.551 0.0624
H -3.673 3.731 1.885 -0.327 0.597 -0.270 0.0861
H -4.165 -0.565 0.326 0.033 -0.148 -0.241 -0.0324
H -5.704 1.157 1.025 -0.167 -0.064 0.135 -0.0569
H -4.294 -1.255 3.166 0.495 -0.542 -0.186 0.0875
H -3.576 0.348 3.435 0.774 0.131 -0.043 0.0458
H -6.387 0.694 3.371 -0.962 0.672 -0.722 0.1082
H -6.227 1.045 5.712 -0.183 0.696 0.501 0.0974
H -4.698 0.022 5.838 1.184 1.046 0.269 0.1248
H 0.226 -2.719 2.564 -0.094 -0.794 -0.242 0.0799
H 1.159 -1.300 2.892 0.525 0.200 0.094 0.0520
H 0.169 0.192 0.980 0.301 0.300 0.227 -0.1472
O -4.440 3.049 6.455 0.167 -0.102 0.248 0.1261
C -5.216 3.822 5.983 0.123 0.220 -0.095 -0.4876
O -5.737 3.625 4.751 -0.116 -0.006 -0.232 0.0069
C -6.563 4.735 4.362 -0.108 0.205 0.081 -0.1430
C -6.971 5.403 5.672 0.243 -0.088 0.115 -0.1422
C -5.749 5.124 6.558 -0.463 -0.126 -0.222 -0.0624
H -5.971 5.400 3.729 0.027 0.003 0.012 0.1309
H -7.397 4.354 3.784 0.027 -0.112 -0.054 0.1019
H -7.214 6.456 5.557 0.065 0.031 -0.030 0.1143
H -7.845 4.900 6.088 -0.028 -0.015 -0.008 0.1174
H -4.977 5.886 6.452 0.045 0.001 0.042 0.1314
H -5.997 5.000 7.607 0.158 0.024 0.087 0.1247
O -6.944 2.475 0.286 0.317 0.138 -0.187 0.0898
C -8.038 2.852 0.569 -0.500 -0.085 0.028 -0.4663
O -8.337 3.308 1.811 -0.106 0.082 0.039 0.0033
C -9.746 3.600 1.912 -0.130 -0.001 -0.107 -0.1487
C -10.211 3.820 0.475 0.149 -0.116 -0.061 -0.1451
C -9.280 2.885 -0.301 -0.118 0.385 0.257 -0.0601
H -10.238 2.750 2.385 0.006 -0.027 -0.020 0.1304
H -9.876 4.478 2.541 0.116 0.005 0.056 0.1216
H -11.270 3.618 0.335 -0.009 -0.071 0.037 0.1165
H -10.023 4.852 0.181 -0.006 0.034 0.009 0.1176
H -9.674 1.871 -0.370 0.042 -0.052 -0.043 0.1363
H -9.036 3.248 -1.294 0.070 -0.144 -0.091 0.1269
O 2.908 1.374 -1.848 0.412 -0.032 -0.093 0.1064
C 1.895 2.009 -1.885 -0.175 0.037 -0.140 -0.4815
O 0.844 1.690 -1.106 -0.324 0.023 0.158 0.0085
C -0.287 2.543 -1.398 -0.071 0.136 -0.101 -0.1503
C 0.323 3.782 -2.042 0.112 -0.134 -0.124 -0.1338
C 1.550 3.205 -2.753 -0.205 0.199 0.405 -0.0577
H -0.954 2.007 -2.076 0.038 -0.045 -0.048 0.1283
H -0.818 2.747 -0.474 0.107 -0.085 0.033 0.0627
H -0.368 4.307 -2.698 -0.033 -0.046 -0.038 0.1192
H 0.647 4.475 -1.269 -0.004 0.026 0.032 0.0899
H 1.320 2.848 -3.758 0.043 -0.021 -0.032 0.1307
H 2.384 3.899 -2.793 0.091 -0.050 -0.115 0.1175
O 4.470 -5.031 -1.725 0.046 -0.228 0.143 0.1086
C 3.960 -4.017 -2.104 0.143 0.298 0.034 -0.4804
O 3.340 -3.938 -3.299 -0.129 0.083 -0.144 0.0181
C 2.910 -2.579 -3.549 -0.010 0.118 0.094 -0.1373
C 2.819 -1.930 -2.174 0.084 -0.099 0.043 -0.1388
C 3.918 -2.669 -1.410 -0.419 -0.002 -0.172 -0.0636
H 3.654 -2.101 -4.188 0.039 -0.011 0.010 0.1267
H 1.961 -2.607 -4.077 -0.012 -0.143 -0.034 0.1230
H 2.943 -0.852 -2.194 0.033 0.028 -0.013 0.0882
H 1.851 -2.149 -1.722 -0.024 0.010 0.012 0.1085
H 4.892 -2.192 -1.527 0.048 -0.015 0.042 0.1332
H 3.694 -2.791 -0.355 0.141 -0.005 0.076 0.1169
O 5.513 -9.302 -6.198 0.170 -0.037 -0.307 0.1048
C 4.915 -8.813 -5.285 -0.284 -0.099 0.102 -0.4971
O 5.532 -8.368 -4.176 -0.006 0.092 0.201 0.0330
C 4.561 -7.924 -3.198 -0.115 0.036 0.028 -0.1401
C 3.308 -7.609 -4.004 0.038 -0.155 -0.195 -0.1484
C 3.414 -8.617 -5.152 0.078 0.406 0.247 -0.0727
H 4.403 -8.734 -2.482 0.007 -0.052 -0.051 0.1272
H 4.945 -7.057 -2.676 0.163 0.009 -0.035 0.0946
H 2.395 -7.689 -3.419 0.008 -0.053 0.047 0.1171
H 3.369 -6.593 -4.392 0.008 0.043 0.039 0.1090
H 2.965 -9.579 -4.903 -0.012 -0.042 -0.055 0.1279
H 2.996 -8.252 -6.086 -0.016 -0.153 -0.103 0.1212
O 3.494 7.407 -2.687 0.148 -0.011 -0.307 0.1322
C 3.110 7.288 -1.567 -0.175 0.177 0.192 -0.4884
O 2.599 6.123 -1.098 -0.033 -0.061 0.171 0.0019
C 2.118 6.290 0.250 0.048 0.048 0.098 -0.1581
C 2.871 7.500 0.795 0.004 0.092 -0.184 -0.1485
C 3.068 8.339 -0.470 0.077 -0.365 0.328 -0.0713
H 1.039 6.455 0.213 -0.005 0.018 0.000 0.1254
H 2.315 5.377 0.806 -0.006 -0.085 -0.089 0.1280
H 2.337 8.009 1.594 -0.071 -0.001 -0.021 0.1144
H 3.840 7.187 1.183 0.019 -0.025 0.016 0.1173
H 2.223 9.000 -0.664 0.010 0.053 -0.043 0.1300
H 3.987 8.916 -0.465 -0.019 0.125 -0.134 0.1234
O 3.230 -0.409 1.782 -0.311 -0.049 0.045 0.1130
C 4.218 -0.362 2.450 0.387 -0.067 -0.226 -0.4780
O 4.353 0.491 3.491 0.041 0.047 0.148 0.0174
C 5.680 0.403 4.045 0.101 -0.080 0.001 -0.1470
C 6.198 -0.969 3.627 -0.103 0.008 -0.163 -0.1466
C 5.494 -1.170 2.282 0.043 0.020 0.475 -0.0687
H 6.277 1.217 3.629 0.007 -0.003 -0.034 0.1266
H 5.615 0.529 5.121 -0.114 0.042 0.020 0.1240
H 7.283 -1.019 3.578 0.021 0.064 -0.033 0.1154
H 5.858 -1.724 4.336 -0.005 -0.008 0.032 0.1179
H 6.059 -0.745 1.451 -0.020 -0.020 -0.065 0.1334
H 5.260 -2.208 2.070 -0.030 -0.007 -0.179 0.1232
O 5.517 -8.085 -12.652 -0.159 0.091 -0.236 0.1185
C 5.980 -8.378 -11.593 0.196 -0.236 0.078 -0.4969
O 6.277 -7.452 -10.653 0.051 0.045 0.169 0.0223
C 6.913 -8.073 -9.516 0.008 -0.086 0.041 -0.1488
C 6.488 -9.533 -9.573 -0.033 -0.098 -0.196 -0.1571
C 6.346 -9.762 -11.080 -0.102 0.216 0.438 -0.0749
H 7.993 -7.949 -9.619 0.011 -0.012 -0.031 0.1249
H 6.587 -7.572 -8.610 -0.067 0.091 -0.037 0.1191
H 7.190 -10.202 -9.082 0.054 0.032 0.020 0.1167
H 5.521 -9.652 -9.086 -0.002 0.006 0.070 0.1099
H 7.287 -10.061 -11.544 -0.007 -0.023 -0.066 0.1273
H 5.571 -10.477 -11.336 0.030 -0.041 -0.175 0.1211
```
Positions in Å, forces in eV/Å.

Output
**Energy**: -4817.9796 Ha
**SMILES string**: C[C@H](COC(=O)CS[PH2](Cl)C[C@@H]1CO1)OC(=O)CS.O=C1CCCO1.O=C1CCCO1.O=C1CCCO1.O=C1CCCO1.O=C1CCCO1.O=C1CCCO1.O=C1CCCO1.O=C1CCCO1
**HOMO level**: -8.552 eV
**Max |F|**: 2.54 eV/Å
**Kohn-Sham gap**: 8.69 eV
**Net charge**: 0

=====

Q: HOMO level of number 1 (C42H65BF3IN12O5PS)?
A: -9.291 eV